1.
Formula: C40H34IN3PPtSb
Source: OMol25
Level of theory: ωB97M-V/def2-TZVPD

Output
**Energy above the lowest of the compared OMol25 structures with the same formula, charge and spin**: 301.2 kJ/mol
**Calculated total energy**: -73660.6810 eV
**Total charge**: +2
**HOMO-LUMO gap**: 7.0 eV

CARTESIAN COORDINATES (ANGSTROEM)
Pt (-0.997, -0.800, -0.032)
C (-4.524, -1.324, -0.128)
C (-3.740, -2.583, -0.224)
C (-4.492, -3.748, -0.351)
C (-3.889, -4.976, -0.433)
C (-2.507, -4.990, -0.385)
C (-1.790, -3.810, -0.267)
N (-2.380, -2.577, -0.184)
Sb (0.292, -4.240, -0.320)
C (0.649, -3.076, 1.442)
C (1.456, -3.682, 2.392)
C (1.473, -3.176, 3.683)
C (0.647, -2.113, 3.983)
C (-0.140, -1.543, 2.989)
C (-1.119, -0.461, 3.325)
N (-0.106, -2.004, 1.727)
C (0.495, -2.883, -1.972)
C (1.284, -3.339, -3.137)
C (1.638, -2.511, -4.121)
C (1.246, -1.075, -4.084)
C (0.377, -0.703, -2.847)
C (-0.805, 0.167, -3.222)
N (-0.005, -1.720, -1.865)
H (-5.590, -1.533, -0.164)
H (-4.296, -0.666, -0.969)
H (-4.328, -0.834, 0.823)
H (-5.568, -3.659, -0.378)
H (-4.465, -5.886, -0.531)
H (-1.974, -5.929, -0.446)
H (2.041, -4.555, 2.134)
H (2.096, -3.623, 4.445)
H (0.591, -1.723, 4.989)
H (-1.127, -0.269, 4.396)
H (-2.121, -0.765, 3.017)
H (-0.887, 0.475, 2.812)
H (1.565, -4.385, -3.165)
H (2.213, -2.870, -4.967)
H (0.798, -0.768, -5.031)
H (-0.569, 0.769, -4.099)
H (-1.106, 0.846, -2.426)
H (-1.656, -0.471, -3.466)
I (-2.839, 1.215, 0.194)
C (-2.229, 3.170, 0.503)
C (-3.294, 4.019, 0.603)
C (-3.086, 5.392, 0.832)
C (-1.813, 5.853, 0.951)
C (-0.703, 4.979, 0.849)
C (0.595, 5.519, 0.976)
C (1.690, 4.718, 0.883)
C (1.514, 3.345, 0.659)
C (0.272, 2.751, 0.525)
P (0.529, 0.977, 0.116)
C (1.355, 1.191, -1.495)
C (1.622, -0.074, -2.210)
C (2.357, -0.094, -3.565)
C (2.441, 1.260, -4.194)
C (2.066, 2.361, -3.537)
C (1.524, 2.337, -2.162)
C (1.791, 0.548, 1.377)
C (2.783, -0.402, 1.130)
C (3.793, -0.623, 2.054)
C (3.808, 0.071, 3.255)
C (2.798, 0.976, 3.536)
C (1.800, 1.216, 2.604)
C (-0.886, 3.581, 0.622)
H (-4.306, 3.648, 0.507)
H (-3.934, 6.057, 0.910)
H (-1.621, 6.904, 1.126)
H (0.698, 6.583, 1.144)
H (2.689, 5.121, 0.976)
H (2.407, 2.741, 0.582)
H (2.065, -0.803, -1.543)
H (3.343, -0.562, -3.525)
H (2.852, 1.335, -5.194)
H (2.162, 3.330, -4.009)
H (1.251, 3.291, -1.730)
H (2.805, -0.962, 0.210)
H (4.576, -1.334, 1.828)
H (4.602, -0.097, 3.971)
H (2.796, 1.518, 4.472)
H (1.048, 1.961, 2.827)

Force components x, y, z for each atom (eV/Å):
Pt -0.08 0.24 -0.05
C 0.08 0.05 -0.05
C 0.18 0.09 0.00
C -0.02 -0.10 0.03
C 0.00 0.03 -0.01
C -0.01 0.01 0.00
C -0.31 0.27 0.04
N -0.16 -0.66 -0.10
Sb 0.10 -0.24 -0.01
C 0.16 0.14 0.01
C -0.01 -0.04 -0.08
C 0.07 0.04 0.04
C 0.05 0.03 0.04
C -0.13 0.01 -0.03
C 0.04 0.08 -0.02
N -0.05 0.12 0.16
C 0.44 -0.17 -0.06
C -0.05 0.10 0.09
C -0.06 0.08 0.18
C 0.04 -0.02 -0.08
C -0.21 -0.21 0.02
C 0.03 0.13 -0.02
N -0.49 0.22 -0.16
H 0.00 -0.02 -0.02
H -0.03 0.00 0.05
H -0.04 0.04 0.02
H -0.01 0.00 -0.01
H 0.01 0.00 0.00
H 0.00 -0.02 0.02
H 0.01 0.02 -0.01
H -0.01 0.00 -0.01
H 0.00 0.01 0.00
H -0.01 0.01 0.00
H 0.00 0.01 0.00
H 0.02 -0.06 0.01
H 0.02 0.00 0.02
H -0.01 -0.02 0.00
H 0.04 -0.09 -0.06
H 0.00 0.03 0.02
H -0.01 -0.06 0.02
H 0.02 -0.02 -0.05
I -0.05 -0.22 -0.07
C 0.01 0.05 0.06
C 0.02 0.13 0.01
C -0.04 -0.06 -0.02
C 0.03 -0.01 -0.01
C 0.01 0.06 0.02
C -0.06 0.05 0.00
C 0.03 -0.10 -0.03
C -0.04 0.14 0.03
C 0.06 0.09 0.23
P 0.19 -0.10 -0.11
C 0.03 0.00 0.14
C 0.23 0.34 0.03
C 0.04 -0.10 -0.02
C -0.17 0.02 0.06
C -0.03 -0.08 0.13
C 0.00 0.10 -0.23
C 0.03 -0.13 0.03
C -0.03 0.12 0.00
C 0.00 -0.07 0.03
C 0.05 -0.10 0.02
C -0.11 0.04 0.00
C -0.04 -0.07 0.07
C 0.12 0.00 -0.07
H -0.01 0.00 0.00
H 0.00 0.00 0.00
H 0.00 0.00 0.01
H -0.01 0.00 0.02
H 0.01 -0.01 0.00
H 0.01 0.06 -0.03
H 0.06 -0.18 -0.04
H 0.05 0.09 -0.04
H -0.01 0.01 -0.01
H 0.01 0.01 0.00
H 0.01 -0.02 -0.06
H -0.02 -0.04 -0.10
H -0.01 -0.01 0.01
H 0.01 0.00 -0.02
H -0.01 -0.01 0.00
H 0.00 -0.02 0.03

2.
Formula: C40H34MoN2OP2S
Source: OMol25
Level of theory: ωB97M-V/def2-TZVPD

Output
**Spin multiplicity**: 3
**Calculated total energy**: -78284.6732 eV
**Total charge**: +4
**HOMO-LUMO gap (alpha / beta)**: 7.0 / 3.3 eV

CARTESIAN COORDINATES (ANGSTROEM)
Mo (-0.313, -0.256, -0.652)
O (-0.737, 0.970, 2.353)
S (0.479, 0.162, 1.640)
C (1.881, 1.317, 1.752)
C (2.633, 1.498, 2.897)
C (3.516, 2.579, 2.932)
C (3.590, 3.476, 1.845)
C (2.806, 3.286, 0.714)
C (1.930, 2.181, 0.662)
P (0.747, 1.928, -0.676)
C (1.502, 1.377, -2.194)
C (2.880, 1.392, -2.472)
C (3.334, 0.725, -3.624)
C (2.469, -0.009, -4.450)
C (1.096, -0.010, -4.181)
C (0.608, 0.731, -3.103)
C (-0.213, 3.382, -0.971)
C (0.006, 4.187, -2.106)
C (-0.752, 5.342, -2.285)
C (-1.726, 5.703, -1.340)
C (-1.929, 4.907, -0.204)
C (-1.188, 3.731, -0.013)
C (0.488, -1.457, 2.430)
C (1.459, -1.938, 3.296)
C (1.218, -3.165, 3.908)
C (0.054, -3.911, 3.622)
C (-0.867, -3.431, 2.692)
C (-0.657, -2.161, 2.096)
P (-1.830, -1.310, 0.989)
C (-3.233, -0.711, 1.915)
C (-3.674, -1.434, 3.038)
C (-4.814, -1.008, 3.727)
C (-5.491, 0.150, 3.329)
C (-5.043, 0.866, 2.212)
C (-3.911, 0.443, 1.513)
C (-2.379, -1.967, -0.580)
C (-2.869, -3.266, -0.893)
C (-3.269, -3.512, -2.220)
C (-3.126, -2.524, -3.237)
C (-2.625, -1.268, -2.928)
C (-2.248, -0.970, -1.609)
H (2.532, 0.786, 3.729)
H (4.185, 2.703, 3.784)
H (4.287, 4.310, 1.879)
H (2.815, 3.986, -0.120)
H (3.584, 1.920, -1.811)
H (4.396, 0.781, -3.874)
H (2.859, -0.597, -5.288)
H (0.381, -0.540, -4.808)
H (-0.468, 0.959, -3.075)
H (0.765, 3.882, -2.836)
H (-0.581, 5.964, -3.167)
H (-2.310, 6.610, -1.490)
H (-2.642, 5.212, 0.567)
H (-1.356, 3.077, 0.852)
H (2.379, -1.370, 3.476)
H (1.959, -3.567, 4.602)
H (-0.099, -4.865, 4.114)
H (-1.773, -3.981, 2.428)
H (-3.111, -2.320, 3.356)
H (-5.188, -1.594, 4.577)
H (-6.382, 0.475, 3.873)
H (-5.552, 1.778, 1.891)
H (-3.539, 1.018, 0.647)
H (-2.985, -4.007, -0.087)
H (-3.671, -4.487, -2.509)
H (-3.397, -2.782, -4.266)
H (-2.499, -0.470, -3.655)
H (-2.385, 0.090, -1.282)
C (4.887, -2.605, -0.764)
N (3.404, -2.336, -0.861)
C (2.449, -3.254, -1.426)
C (1.238, -2.640, -1.350)
N (1.410, -1.383, -0.757)
C (2.710, -1.239, -0.442)
H (5.081, -3.504, -0.147)
H (5.364, -1.725, -0.278)
H (5.305, -2.732, -1.777)
H (2.696, -4.228, -1.859)
H (0.267, -2.980, -1.691)
H (3.179, -0.366, 0.019)

Force components x, y, z for each atom (eV/Å):
Mo 0.76 1.57 1.38
O 3.18 -2.31 -1.95
S -3.63 2.66 1.29
C -0.40 -0.65 0.07
C 0.19 -0.37 0.39
C 0.15 0.08 -0.43
C 0.15 -0.44 0.36
C -0.67 -0.46 0.01
C 0.38 0.42 -0.19
P -0.40 -0.07 -0.39
C 0.33 -0.10 -0.78
C -0.26 -0.43 -0.19
C 0.14 0.20 0.26
C -0.29 -0.27 0.27
C 0.35 0.15 0.06
C -0.09 0.24 0.45
C -0.56 0.61 0.15
C 0.06 -0.26 0.12
C -0.13 0.01 0.04
C 0.41 -0.37 0.00
C 0.18 -0.29 0.21
C -0.09 0.36 -0.44
C 0.95 0.74 -0.03
C -0.02 0.16 -0.08
C -0.18 -0.51 -0.01
C 0.50 0.44 -0.16
C 0.00 0.81 -0.16
C -1.13 -1.47 0.29
P 1.74 0.51 -0.37
C -0.05 -2.24 2.02
C 1.70 0.21 -1.70
C -0.10 -0.93 0.99
C -0.59 1.91 -1.42
C -1.04 0.21 1.09
C -0.38 1.11 -0.68
C -0.67 -1.53 -0.66
C 0.21 0.91 -0.19
C 0.38 0.38 -0.16
C 0.23 -0.65 0.42
C 0.19 0.16 0.10
C -1.30 -0.88 0.43
H 0.18 0.62 -0.28
H -0.31 0.08 -0.13
H -0.14 -0.11 0.07
H 0.13 -0.07 0.24
H -0.36 -0.34 -0.40
H -0.33 -0.06 0.05
H -0.11 0.42 0.29
H 0.30 0.15 -0.09
H 0.37 -0.12 0.14
H -0.32 0.30 0.23
H -0.09 -0.20 0.33
H 0.14 -0.22 0.09
H 0.14 -0.09 -0.37
H 0.10 0.39 -0.16
H -0.46 -0.36 0.05
H -0.28 0.10 -0.16
H -0.01 0.09 -0.09
H 0.39 -0.07 0.20
H -0.44 0.42 0.01
H 0.15 0.25 -0.35
H 0.31 -0.05 -0.15
H 0.06 -0.35 0.17
H -0.31 -0.22 0.56
H 0.08 0.26 -0.66
H 0.06 0.31 0.22
H 0.02 0.17 0.42
H -0.33 -0.27 -0.17
H 0.44 0.28 -0.32
C -0.24 0.52 0.30
N -1.23 -0.91 -0.22
C 0.93 1.16 0.44
C 0.89 0.34 0.33
N 0.59 -0.74 0.26
C 0.28 -1.39 -1.14
H -0.28 0.52 -0.42
H -0.36 -0.64 -0.38
H -0.30 0.04 0.49
H 0.20 0.56 0.33
H 0.21 0.00 0.07
H -0.25 -0.41 -0.23

3.
Formula: C40H35BrFN6O6Rh
Source: OMol25
Level of theory: ωB97M-V/def2-TZVPD

Output
**Energy above the lowest of the compared OMol25 structures with the same formula, charge and spin**: 0.0 kJ/mol
**Calculated total energy**: -139038.5202 eV
**Total charge**: 0
**HOMO-LUMO gap**: 5.3 eV

CARTESIAN COORDINATES (ANGSTROEM)
Rh (0.086, 0.293, -0.266)
F (-2.911, 1.617, 5.837)
C (-3.501, 1.222, 4.684)
C (-2.771, 0.984, 3.558)
C (-3.419, 0.622, 2.378)
C (-2.550, 0.377, 1.198)
O (-1.341, 0.338, 1.401)
C (-3.245, 0.215, -0.046)
C (-4.590, 0.085, 0.007)
N (-5.395, 0.160, 1.114)
C (-6.798, -0.139, 0.876)
C (-7.724, -0.818, 1.831)
C (-7.957, 0.626, 1.432)
C (-4.819, 0.504, 2.320)
C (-5.549, 0.769, 3.492)
C (-4.884, 1.104, 4.649)
N (-5.663, 1.393, 5.856)
C (-5.600, 2.842, 6.258)
C (-6.484, 3.036, 7.507)
N (-7.287, 1.831, 7.668)
C (-6.451, 0.717, 8.099)
C (-5.354, 0.504, 7.033)
C (-2.666, 0.195, -1.479)
O (-3.494, 0.034, -2.370)
O (-1.423, 0.380, -1.651)
H (-1.690, 1.069, 3.549)
H (-5.086, -0.099, -0.939)
H (-6.908, -0.450, -0.151)
H (-7.388, -1.044, 2.831)
H (-8.375, -1.573, 1.414)
H (-7.769, 1.406, 2.156)
H (-8.770, 0.849, 0.757)
H (-6.626, 0.721, 3.516)
H (-5.949, 3.414, 5.402)
H (-4.553, 3.077, 6.436)
H (-7.141, 3.890, 7.359)
H (-5.854, 3.242, 8.381)
H (-6.653, 1.221, 5.657)
H (-8.068, 1.975, 8.291)
H (-7.068, -0.175, 8.191)
H (-5.971, 0.900, 9.067)
H (-5.322, -0.518, 6.661)
H (-4.366, 0.776, 7.383)
Br (4.559, 5.622, -3.152)
C (4.016, 5.835, -1.351)
C (3.241, 6.924, -0.994)
C (2.838, 7.064, 0.325)
C (3.173, 6.105, 1.271)
C (3.994, 5.038, 0.906)
C (4.412, 4.901, -0.406)
N (2.746, 6.359, 2.621)
N (2.235, 5.475, 3.329)
C (1.905, 4.191, 2.786)
C (2.402, 3.086, 3.445)
C (2.269, 1.791, 2.948)
C (1.571, 1.542, 1.760)
O (1.478, 0.374, 1.232)
C (0.938, 2.692, 1.140)
N (0.186, 2.432, 0.040)
C (-0.418, 3.402, -0.596)
C (-0.337, 4.735, -0.155)
C (0.410, 5.031, 0.950)
C (1.098, 4.002, 1.638)
H (2.959, 7.657, -1.737)
H (2.248, 7.919, 0.629)
H (4.298, 4.309, 1.643)
H (5.034, 4.065, -0.697)
H (2.971, 3.253, 4.353)
H (2.723, 0.953, 3.460)
H (-0.978, 3.119, -1.481)
H (-0.859, 5.510, -0.699)
H (0.479, 6.050, 1.308)
C (1.002, -3.781, -0.444)
O (1.121, -2.360, -0.464)
C (-0.037, -1.676, -0.306)
O (-1.090, -2.269, -0.149)
H (2.008, -4.165, -0.593)
H (0.343, -4.127, -1.240)
H (0.603, -4.126, 0.510)
C (3.294, 0.570, -3.831)
C (2.054, -0.015, -4.048)
C (1.130, -0.119, -3.015)
C (1.424, 0.354, -1.735)
C (2.677, 0.932, -1.530)
C (3.601, 1.044, -2.563)
H (4.012, 0.654, -4.638)
H (1.799, -0.393, -5.032)
H (0.162, -0.562, -3.209)
H (2.950, 1.296, -0.546)
H (4.566, 1.503, -2.376)

Force components x, y, z for each atom (eV/Å):
Rh 0.05 -0.04 0.05
F 0.07 -0.09 -0.03
C -0.05 0.08 -0.03
C 0.01 0.00 0.02
C -0.03 -0.05 -0.01
C -0.01 -0.15 0.03
O 0.01 0.18 -0.05
C -0.03 0.12 -0.03
C -0.01 -0.02 -0.01
N 0.01 0.01 0.03
C 0.00 0.03 0.00
C 0.01 0.00 -0.01
C -0.02 0.02 0.00
C 0.00 0.00 -0.06
C 0.01 -0.12 0.06
C 0.06 0.05 0.06
N -0.02 -0.03 0.00
C 0.06 0.06 0.09
C 0.01 -0.01 -0.04
N -0.01 -0.01 0.00
C 0.00 0.02 -0.01
C -0.06 0.00 -0.04
C 0.10 -0.30 0.03
O -0.02 0.13 -0.01
O -0.09 0.10 0.02
H 0.00 -0.01 -0.01
H 0.01 0.00 0.00
H 0.00 0.02 0.00
H 0.03 0.02 0.04
H 0.00 0.00 0.00
H -0.04 -0.01 -0.05
H 0.00 -0.01 -0.01
H 0.01 -0.04 0.02
H -0.03 -0.03 -0.02
H -0.09 0.02 0.00
H 0.02 0.01 0.01
H -0.01 -0.02 0.01
H 0.00 0.02 -0.04
H 0.00 0.00 0.01
H 0.00 0.00 -0.01
H 0.00 -0.01 0.00
H 0.00 0.01 -0.01
H 0.05 0.02 0.02
Br 0.00 0.01 0.01
C 0.00 -0.01 0.00
C -0.02 0.02 -0.02
C 0.05 -0.03 -0.03
C -0.02 0.07 -0.11
C -0.06 0.04 0.07
C 0.00 0.01 0.00
N 0.08 -0.08 0.07
N -0.05 0.00 -0.09
C 0.13 -0.04 0.12
C -0.02 0.02 0.01
C -0.02 0.00 -0.03
C 0.02 0.10 0.02
O -0.04 -0.04 -0.07
C 0.04 -0.03 0.03
N -0.05 -0.01 0.00
C 0.05 -0.06 -0.03
C 0.02 0.05 0.01
C -0.07 0.00 -0.01
C 0.06 0.03 -0.09
H 0.00 0.00 0.00
H -0.01 0.01 0.01
H -0.02 -0.05 0.02
H -0.01 0.00 0.01
H 0.00 0.01 0.00
H 0.00 0.00 0.00
H -0.02 -0.01 0.01
H 0.00 0.00 0.00
H -0.04 -0.04 -0.01
C -0.01 0.02 0.00
O 0.00 -0.03 0.01
C 0.00 0.11 -0.02
O -0.01 -0.03 0.02
H 0.00 0.00 0.00
H 0.00 0.00 0.00
H 0.00 -0.01 0.00
C 0.00 -0.01 0.01
C 0.00 0.01 0.00
C 0.02 0.01 0.01
C -0.01 -0.03 0.02
C 0.01 0.02 0.01
C -0.01 0.00 -0.01
H 0.00 0.00 0.00
H 0.00 0.00 0.00
H 0.00 0.00 0.00
H 0.00 0.00 0.00
H 0.00 0.00 0.00